[1]
# C27H35B2F4N8O4PbS4

A molecular structure, C27H35B2F4N8O4PbS4 (wB97M-V/def2-TZVPD, the Open Molecules 2025 dataset).

XYZ file:
```
85
Properties=species:S:1:pos:R:3:forces:R:3
Pb 1.046 0.591 -0.619 0.18 -0.64 -0.34
C -3.921 3.250 0.207 -0.05 -0.12 0.02
C -2.604 2.470 0.339 0.38 0.72 0.10
N -1.590 3.452 -0.174 0.24 -0.32 -0.47
O -0.939 3.091 -1.125 -0.59 -0.19 0.57
B 0.396 4.400 -1.830 0.47 0.20 -0.26
F -0.315 4.778 -2.889 -0.08 0.07 0.02
F 0.426 5.163 -0.734 -0.06 0.06 0.09
O 1.485 3.575 -2.131 -0.03 -0.14 0.07
N 2.042 2.897 -1.034 -0.11 0.19 0.11
C 2.856 3.538 -0.289 0.17 -0.05 0.02
C 3.431 4.888 -0.567 -0.02 -0.07 0.05
C 3.295 2.833 0.960 -0.05 -0.06 -0.19
N 2.482 1.953 1.408 0.00 0.26 0.22
O 2.907 1.358 2.566 -0.17 -0.15 -0.19
B 1.845 1.043 3.504 0.10 0.25 -0.22
F 0.838 1.996 3.489 -0.12 -0.10 0.11
F 2.386 0.776 4.710 -0.01 -0.01 0.18
O 1.118 -0.361 3.155 -0.35 -0.27 0.14
N -0.876 0.492 1.737 -0.29 0.18 0.16
C -1.679 1.145 2.485 0.08 0.11 -0.28
C -3.545 0.837 4.190 -0.08 -0.01 0.08
C 4.586 3.228 1.599 0.02 -0.03 -0.01
H -4.171 3.409 -0.841 0.01 0.01 0.00
H -3.856 4.210 0.719 0.05 0.03 0.01
H -4.711 2.664 0.677 -0.03 0.02 -0.04
H 2.944 5.388 -1.393 -0.03 -0.01 -0.05
H 4.487 4.754 -0.810 0.01 0.03 0.01
H 3.379 5.512 0.324 -0.04 0.03 0.00
H -3.713 0.485 5.207 0.00 0.01 0.00
H -4.055 0.142 3.519 0.01 0.01 0.04
H -4.032 1.806 4.104 0.00 0.01 -0.03
H 5.389 3.220 0.862 0.00 0.00 -0.02
H 4.833 2.545 2.404 -0.01 -0.01 0.01
H 4.520 4.238 2.006 0.00 0.00 0.01
N 3.983 -2.407 1.016 -0.03 0.17 -0.11
C 3.089 -1.903 0.130 0.14 -0.36 0.25
S 3.542 -0.375 -0.624 -0.16 0.04 0.10
N 2.033 -2.624 -0.129 -0.10 0.54 -0.26
N 1.239 -1.962 -1.062 0.20 -0.24 0.23
C 0.897 -2.574 -2.123 -0.18 0.04 -0.22
C 1.222 -3.984 -2.461 0.00 0.07 0.09
C 1.903 -4.272 -3.638 0.04 -0.01 -0.09
C 2.216 -5.584 -3.962 -0.02 0.00 0.04
C 1.834 -6.615 -3.115 0.00 0.01 0.01
C 1.148 -6.331 -1.941 0.02 0.00 -0.03
C 0.851 -5.019 -1.610 -0.03 -0.02 0.07
C 0.160 -1.737 -3.117 0.01 -0.09 0.13
C -0.584 -2.303 -4.143 -0.01 -0.02 0.01
C -1.231 -1.472 -5.043 -0.03 0.00 -0.05
C -1.117 -0.100 -4.897 0.01 0.00 0.04
C -0.366 0.383 -3.838 0.01 0.03 0.02
N 0.261 -0.409 -2.970 -0.05 0.24 -0.07
H 4.742 -1.834 1.334 -0.01 -0.01 0.01
H 3.786 -3.283 1.466 0.00 -0.03 0.00
H 2.200 -3.469 -4.302 0.00 0.01 0.01
H 2.756 -5.800 -4.873 0.01 0.00 -0.01
H 2.072 -7.639 -3.369 0.00 -0.01 0.00
H 0.852 -7.133 -1.279 0.00 -0.01 0.01
H 0.337 -4.792 -0.685 0.00 0.01 -0.02
H -0.648 -3.379 -4.229 0.00 0.00 0.00
H -1.813 -1.894 -5.851 0.00 0.00 0.00
H -1.593 0.588 -5.581 -0.01 -0.01 -0.01
H -0.254 1.451 -3.682 0.01 0.00 -0.01
C -0.860 -2.046 2.923 -0.08 -0.19 0.16
C -2.218 -2.215 2.260 -0.03 -0.06 0.07
S -2.054 -2.244 0.447 0.15 -0.02 0.06
C -3.614 -1.484 -0.040 -0.23 -0.07 -0.09
C -3.785 0.002 0.254 -0.04 -0.11 0.07
S -2.599 0.988 -0.686 0.02 -0.20 -0.11
C -2.230 2.406 1.859 -0.09 -0.13 0.12
C -2.042 0.912 3.921 0.19 -0.06 -0.08
S 0.113 -0.797 2.084 0.75 0.39 -0.19
H -0.916 -1.778 3.976 -0.03 -0.11 0.04
H -0.249 -2.947 2.834 0.04 0.02 -0.05
H -2.671 -3.142 2.611 -0.04 0.01 0.00
H -2.868 -1.391 2.551 0.01 -0.02 -0.08
H -3.685 -1.676 -1.112 0.01 0.04 -0.01
H -4.437 -2.033 0.422 0.02 -0.01 0.00
H -4.804 0.289 -0.006 0.00 0.01 -0.02
H -3.660 0.187 1.323 0.03 0.05 -0.03
H -1.416 3.121 2.039 -0.04 0.09 -0.04
H -3.077 2.783 2.428 0.00 -0.10 0.05
H -1.593 1.744 4.473 -0.03 0.05 0.02
H -1.536 0.024 4.285 0.02 0.01 0.04
```
Positions in Å, forces in eV/Å.

Output
- E_HOMO: -10.3 eV
- Lowest unoccupied orbital energy: -3.8 eV
- Energy: -109488.2240 eV
- Net charge: +1

[2]
# C27H35ClF13NO8S

3 unconnected molecules or ions with the total composition C27H35ClF13NO8S (wB97M-V/def2-TZVPD, the Open Molecules 2025 dataset).

XYZ file:
```
86
Properties=species:S:1:pos:R:3:forces:R:3
C 5.398 2.500 2.070 -0.17 0.12 -0.32
C 4.342 3.115 1.514 0.23 -0.10 0.05
C 2.922 2.611 1.623 0.39 -0.61 -1.05
C 2.398 1.619 0.539 1.24 0.70 0.63
C 3.479 1.227 -0.485 -0.95 -0.34 -0.81
N 3.763 2.302 -1.423 1.10 0.14 0.08
C 5.202 2.554 -1.611 -0.44 0.27 -0.19
O 1.367 2.372 -0.173 -0.64 -1.28 0.32
S 0.441 1.575 -1.179 -1.79 0.85 -1.76
O -0.730 2.385 -1.350 0.07 0.17 0.57
O 1.095 1.279 -2.424 1.08 -0.36 0.36
C -0.101 0.019 -0.425 0.42 -0.57 0.54
C -0.350 -0.970 -1.579 0.82 -0.08 0.18
C -0.686 -2.375 -1.068 -0.13 -0.13 -0.12
O -1.720 -3.004 -1.808 -0.05 -0.16 0.05
C -1.349 0.277 0.443 0.06 1.04 -0.15
C -2.674 0.127 -0.295 -0.03 -0.49 0.03
C -3.887 0.639 0.502 0.90 -0.87 -0.51
F -3.525 0.883 1.782 -0.30 0.25 0.11
F -4.815 -0.354 0.528 -0.33 0.27 0.08
C -4.495 1.899 -0.149 0.63 0.33 0.19
F -3.461 2.721 -0.452 -0.18 -0.05 0.19
F -5.076 1.547 -1.315 -0.19 0.02 0.27
C -5.458 2.759 0.710 -0.02 0.33 -0.06
F -5.761 3.857 -0.021 -0.16 -0.37 0.07
F -4.821 3.197 1.817 -0.04 -0.32 -0.25
C -6.775 2.091 1.195 -0.21 0.56 0.47
F -6.499 1.135 2.102 0.05 0.08 -0.50
F -7.458 3.069 1.852 0.15 -0.05 -0.19
C -7.741 1.557 0.112 -0.64 -0.45 0.06
F -7.381 0.327 -0.290 0.22 0.11 0.21
F -7.782 2.354 -0.966 0.15 0.16 0.13
C -9.213 1.441 0.648 -0.40 -0.52 -0.80
F -9.865 0.615 -0.199 0.16 0.31 0.35
F -9.256 0.889 1.862 -0.02 0.47 -0.22
F -9.846 2.615 0.612 0.33 -0.36 0.43
C 1.055 -0.584 0.420 -0.44 0.08 -0.30
C 1.816 0.405 1.275 -0.08 -0.45 -0.41
Cl 3.192 -0.515 1.969 0.17 0.08 0.21
H 5.533 1.430 1.980 -0.68 -0.35 1.29
H 6.171 3.045 2.596 0.76 0.24 -1.13
H 4.502 4.036 0.963 -0.28 0.80 1.00
H 2.856 2.130 2.590 -0.09 -0.15 0.13
H 2.262 3.472 1.660 -0.10 0.11 -0.13
H 3.060 0.393 -1.055 0.09 -0.22 0.02
H 4.369 0.833 -0.018 0.16 0.19 0.31
H 3.419 2.057 -2.337 -0.55 -0.04 0.12
H 5.344 2.924 -2.623 0.08 -0.03 -0.15
H 5.806 1.655 -1.481 0.18 -0.05 0.05
H 5.556 3.344 -0.959 0.15 -0.07 0.28
H -1.069 -0.595 -2.301 -0.28 0.02 0.04
H 0.596 -1.044 -2.107 0.00 0.07 -0.29
H -0.934 -2.378 -0.006 -0.30 0.11 0.09
H 0.186 -3.018 -1.162 0.19 -0.01 -0.03
H -2.172 -2.350 -2.340 -0.13 0.12 -0.08
H -1.299 1.307 0.790 0.08 0.07 0.25
H -1.332 -0.347 1.331 0.05 -0.23 0.03
H -2.644 0.577 -1.280 0.03 0.37 -0.03
H -2.850 -0.932 -0.466 -0.23 -0.14 0.05
H 1.723 -1.128 -0.243 0.28 0.12 -0.09
H 0.617 -1.327 1.079 0.03 -0.10 0.16
H 1.212 0.704 2.125 -0.08 0.24 0.07
O 0.898 -1.945 3.609 -0.43 0.07 -0.08
C 1.391 -2.787 4.299 0.33 0.14 0.02
O 0.751 -3.334 5.358 -0.01 -0.04 -0.02
C 1.629 -4.234 6.057 0.11 -0.14 0.07
C 2.686 -4.633 5.036 0.10 0.05 -0.07
C 2.784 -3.374 4.177 -0.15 -0.50 0.13
H 2.055 -3.706 6.912 0.01 0.03 -0.02
H 1.052 -5.081 6.420 -0.15 0.09 -0.01
H 3.626 -4.938 5.490 -0.02 0.04 0.06
H 2.321 -5.463 4.430 -0.01 -0.01 0.02
H 3.500 -2.655 4.579 0.00 0.06 -0.08
H 3.020 -3.592 3.140 0.05 0.24 -0.05
O 3.000 -2.347 -2.804 -0.18 -0.08 0.20
C 2.658 -2.108 -3.926 0.31 0.13 -0.06
O 1.957 -2.985 -4.680 -0.05 0.02 0.01
C 1.779 -2.464 -6.010 -0.06 0.10 -0.15
C 1.941 -0.956 -5.871 0.06 0.09 0.02
C 2.946 -0.854 -4.726 -0.45 0.11 -0.20
H 2.538 -2.906 -6.660 0.03 0.00 0.03
H 0.796 -2.751 -6.374 -0.01 -0.13 0.12
H 2.260 -0.469 -6.789 0.03 -0.07 -0.03
H 0.993 -0.509 -5.566 0.00 0.00 0.00
H 3.977 -0.890 -5.081 0.04 0.00 0.09
H 2.787 0.032 -4.116 0.17 -0.04 0.12
```
Positions in Å, forces in eV/Å.

Output
- E_HOMO: -8.8 eV
- Structure (SMILES): C=CC[C@]1(CNC)OS(=O)(=O)[C@](CCO)(CCC(F)(F)C(F)(F)C(F)(F)C(F)(F)C(F)(F)C(F)(F)F)C[C@H]1Cl.O=C1CCCO1.O=C1CCCO1
- Lowest unoccupied orbital energy: 0.5 eV
- Energy: -105120.5178 eV

[3]
# C27H35CoF5N4OP2Te

A molecular structure, C27H35CoF5N4OP2Te (wB97M-V/def2-TZVPD, the Open Molecules 2025 dataset).

XYZ file:
```
76
Properties=species:S:1:pos:R:3:forces:R:3
Co -2.873 4.015 -2.096 2.09 -0.14 2.02
C 0.163 -1.995 -2.963 0.37 0.80 -0.21
C -0.220 -0.782 -3.342 1.09 0.73 0.56
C -1.578 -0.227 -3.683 0.78 0.94 -0.79
C -2.616 -0.001 -2.587 -0.23 0.61 -1.00
C -3.596 -1.110 -2.421 1.13 -0.86 0.23
C -3.213 -2.411 -2.380 -2.00 1.38 -0.42
C -2.168 -3.078 -3.209 1.47 -1.13 0.39
C -0.698 -3.141 -2.695 -1.10 -0.85 -0.57
C -2.891 3.988 0.175 0.89 -0.65 1.29
H 1.221 -2.187 -2.781 -0.11 0.30 0.09
H 0.562 0.011 -3.300 -0.56 -0.90 -0.35
H -2.022 -0.738 -4.553 0.05 0.20 0.36
H -1.314 0.790 -4.046 -0.34 -0.67 0.29
H -2.131 0.215 -1.634 -0.17 -0.19 -0.26
H -3.113 0.949 -2.886 -0.23 -0.36 0.23
H -4.628 -0.814 -2.314 -0.23 -0.15 1.03
H -3.942 -3.047 -1.864 0.14 -0.21 -0.68
H -2.173 -2.839 -4.281 -0.16 0.50 0.41
H -2.441 -4.125 -3.219 -0.29 -0.34 0.05
H -0.748 -3.271 -1.618 0.16 -0.35 0.28
H -0.241 -4.039 -3.148 -0.11 0.19 0.37
H -2.824 2.998 -0.228 -0.30 -0.72 -0.31
H -3.865 4.170 0.564 -0.64 0.68 0.27
H -2.037 4.030 0.896 -0.87 0.86 -0.77
P -4.938 3.465 -2.354 -7.07 -1.53 -2.86
P -2.178 3.995 -4.594 -0.54 -0.35 -6.53
N -6.257 2.041 -2.623 1.66 0.37 0.78
N -6.284 4.641 -2.238 1.20 0.55 0.61
N -2.739 2.774 -5.991 0.55 0.05 1.35
N -1.651 5.219 -5.915 0.20 0.70 1.17
C -4.857 3.656 -4.145 0.49 0.14 -0.84
C -3.823 4.743 -4.467 -0.88 0.24 0.22
C -6.624 1.090 -1.696 -0.99 -0.57 -0.43
C -7.754 0.403 -2.162 0.87 0.62 0.51
C -8.107 0.981 -3.410 1.19 0.58 0.19
C -7.146 1.941 -3.679 -0.49 -0.16 -0.21
C -6.389 5.526 -1.177 -1.33 0.50 -0.18
C -7.562 6.260 -1.326 0.84 -0.41 0.25
C -8.184 5.845 -2.536 1.35 -0.91 -0.10
C -7.361 4.876 -3.088 -0.64 0.52 0.20
C -2.064 1.616 -6.341 0.35 0.06 -0.83
C -2.560 1.102 -7.532 -0.03 1.16 1.03
C -3.619 1.976 -7.939 0.40 0.27 1.40
C -3.736 2.938 -6.945 -0.02 0.09 -0.53
C -1.826 5.319 -7.299 -0.01 0.17 -0.11
C -1.511 6.603 -7.730 0.05 -0.65 0.87
C -1.144 7.352 -6.563 -0.26 -0.87 0.48
C -1.282 6.492 -5.479 0.28 0.02 -0.70
H -5.794 3.956 -4.625 0.32 -0.22 0.49
H -4.574 2.698 -4.583 0.03 0.04 0.03
H -4.153 5.322 -5.356 0.68 -0.24 0.54
H -3.749 5.468 -3.629 -0.27 0.28 -0.22
H -6.047 0.964 -0.800 0.03 -0.09 0.21
H -8.249 -0.430 -1.677 0.14 0.26 0.05
H -8.946 0.765 -4.053 0.13 -0.18 0.04
H -7.060 2.527 -4.576 0.00 -0.12 0.12
H -5.617 5.550 -0.430 -0.04 0.04 0.23
H -7.941 7.008 -0.651 0.13 0.02 0.08
H -9.104 6.185 -2.982 0.04 0.08 0.07
H -7.512 4.384 -4.034 0.04 -0.03 0.39
H -1.217 1.302 -5.760 0.01 -0.07 -0.16
H -2.205 0.226 -8.037 0.11 -0.15 -0.08
H -4.199 1.914 -8.843 -0.22 -0.03 0.09
H -4.457 3.732 -6.850 0.04 0.12 -0.18
H -2.202 4.492 -7.876 0.24 -0.05 0.06
H -1.516 6.955 -8.766 -0.02 -0.28 0.57
H -0.780 8.373 -6.527 -0.22 -0.21 0.06
H -1.154 6.655 -4.422 0.26 0.19 0.08
F -1.025 0.927 -0.261 0.82 1.09 -0.12
Te 0.176 2.429 -0.382 0.01 -2.78 -0.24
F 1.388 1.261 0.493 -0.35 0.62 -0.57
F 1.055 1.623 -1.914 -0.83 1.35 1.21
F -0.359 2.615 1.458 -0.22 0.97 -1.44
F 1.475 3.750 -0.058 -0.90 -0.28 -0.63
O -1.042 3.324 -1.519 2.06 -0.59 1.11
```
Positions in Å, forces in eV/Å.

Output
- E_HOMO (alpha / beta): -8.3 / -8.3 eV
- Lowest unoccupied orbital energy (alpha / beta): -1.9 / -2.8 eV
- Spin multiplicity: 4
- Energy: -113650.9376 eV

[4]
# C27H35F2MoN6OPS

A molecular structure, C27H35F2MoN6OPS (wB97M-V/def2-TZVPD, the Open Molecules 2025 dataset).

XYZ file:
```
74
Properties=species:S:1:pos:R:3:forces:R:3
Mo -0.715 0.096 0.644 -0.01 -0.29 0.52
O 0.705 0.267 2.001 -0.10 0.23 0.17
N 0.530 0.846 3.221 0.17 -0.18 -0.21
C 1.471 0.608 4.162 -0.13 0.12 0.04
C 1.338 1.212 5.384 0.04 -0.09 -0.08
C 0.244 2.052 5.616 -0.02 0.03 0.04
C -0.695 2.265 4.628 0.03 -0.05 -0.05
C -0.539 1.637 3.393 -0.04 0.02 0.21
S -1.606 1.781 2.040 0.10 -0.04 -0.13
H 2.269 -0.057 3.869 0.01 -0.01 0.02
H 2.077 1.022 6.148 0.01 0.02 0.01
H 0.131 2.536 6.577 0.00 -0.01 0.00
H -1.552 2.903 4.790 -0.02 0.02 -0.01
F -2.268 -2.499 5.106 0.02 0.01 -0.09
C -2.147 -2.570 3.786 0.00 0.03 0.14
C -1.691 -1.445 3.109 -0.07 -0.23 -0.01
C -1.567 -1.501 1.726 0.16 0.22 -0.11
C -1.904 -2.673 1.033 -0.07 -0.13 0.12
C -2.347 -3.768 1.769 -0.01 -0.06 -0.06
F -2.666 -4.899 1.146 0.02 0.03 0.00
C -2.478 -3.744 3.145 0.04 0.10 -0.07
C -1.797 -2.612 -0.421 0.04 0.03 -0.02
C -2.173 -3.591 -1.328 0.01 0.05 0.09
C -2.106 -3.317 -2.685 0.00 -0.03 -0.05
C -1.666 -2.074 -3.113 0.01 0.05 0.06
C -1.277 -1.157 -2.162 -0.05 -0.07 0.02
N -1.320 -1.415 -0.844 -0.04 0.16 -0.07
H -1.478 -0.577 3.710 0.01 0.07 0.01
H -2.831 -4.611 3.685 -0.01 -0.02 0.03
H -2.538 -4.541 -0.978 0.00 -0.01 -0.01
H -2.405 -4.071 -3.400 -0.01 -0.01 -0.02
H -1.610 -1.820 -4.161 -0.01 0.00 -0.03
H -0.916 -0.179 -2.441 -0.09 -0.16 0.04
C 1.255 1.154 -3.182 -0.02 0.00 -0.01
C 1.970 0.087 -2.352 0.11 0.07 -0.03
C 1.894 -1.284 -3.021 -0.12 -0.11 -0.02
P 1.641 0.193 -0.541 -0.17 -0.09 0.01
C 2.354 1.813 0.016 0.19 -0.03 0.05
C 3.686 2.172 -0.659 -0.06 -0.02 0.07
C 1.395 3.000 -0.084 -0.10 0.01 0.03
C 2.589 -1.175 0.258 0.13 0.11 0.09
C 1.736 -2.438 0.386 -0.12 -0.08 0.02
C 3.952 -1.481 -0.376 0.03 -0.01 0.03
H 1.556 1.046 -4.225 0.02 0.01 -0.02
H 1.499 2.167 -2.878 0.05 0.05 0.04
H 0.169 1.047 -3.150 0.12 0.10 -0.05
H 3.038 0.349 -2.316 -0.08 0.01 -0.05
H 0.874 -1.592 -3.236 0.03 0.02 0.01
H 2.374 -2.079 -2.457 -0.11 0.03 -0.06
H 2.410 -1.212 -3.979 0.02 -0.01 -0.02
H 2.551 1.619 1.077 0.01 0.02 -0.05
H 3.558 2.418 -1.711 -0.03 0.02 -0.08
H 4.443 1.398 -0.574 0.01 -0.05 0.00
H 4.082 3.063 -0.171 0.00 0.00 0.01
H 1.127 3.229 -1.114 0.00 0.00 -0.02
H 1.892 3.883 0.321 0.01 0.00 -0.01
H 0.475 2.866 0.485 -0.02 -0.05 0.00
H 2.767 -0.786 1.265 0.03 -0.03 -0.04
H 1.393 -2.812 -0.579 0.01 0.00 -0.03
H 0.860 -2.294 1.029 0.09 0.03 -0.05
H 2.331 -3.227 0.846 0.02 -0.01 0.00
H 3.875 -1.853 -1.395 0.07 0.03 0.10
H 4.425 -2.266 0.214 0.02 0.00 0.02
H 4.626 -0.630 -0.370 0.00 0.04 0.00
N -3.675 4.054 -3.816 0.01 0.02 0.01
C -3.797 3.152 -2.861 -0.10 -0.14 0.13
N -4.958 2.556 -2.618 -0.02 0.03 -0.02
N -2.696 2.870 -2.148 0.18 0.34 -0.21
C -2.286 2.026 -1.345 -0.01 -0.28 0.22
N -1.764 1.269 -0.599 -0.14 0.20 -0.60
H -4.456 4.362 -4.375 0.00 0.00 0.02
H -2.780 4.496 -3.963 -0.04 -0.01 -0.01
H -5.798 2.802 -3.122 0.04 -0.01 0.01
H -5.056 1.935 -1.832 -0.03 0.01 -0.02
```
Positions in Å, forces in eV/Å.

Output
- E_HOMO (alpha / beta): -16.6 / -16.6 eV
- Lowest unoccupied orbital energy (alpha / beta): -10.5 / -10.2 eV
- Spin multiplicity: 2
- Energy: -66945.8359 eV
- Net charge: +3

The following max |F| values (in eV Å⁻¹) correspond, in order, to the records above: 0.9, 2.6, 7.8, 0.6.